This record from OMol25 describes a structure of composition C2H2Br6. The level of theory is ωB97M-V/def2-TZVPD.

Computed properties:
Energy relative to the best compared isomer or geometry (same formula, charge and spin)   14.0 kcal per mole
HOMO-LUMO gap   9.712 eV
LUMO   -0.6 eV
Strongest force on any atom   2.13 eV/Å
Charge   0

XYZ file:
```
10
C2H2Br6 ωB97M-V/def2-TZVPD
C -0.90 -1.63 -1.58
Br -1.05 -1.67 0.40
Br 0.37 -3.00 -2.18
Br -0.23 0.12 -2.19
H -1.94 -1.66 -1.91
C 0.67 1.51 1.32
Br 2.53 1.69 0.55
Br -0.18 3.26 1.92
Br 0.86 0.30 2.91
H -0.15 1.07 0.76
```

---

This record from OMol25 describes a cluster of 2 separate species, C2H2BrClF2 in total. The level of theory is ωB97M-V/def2-TZVPD.

Computed properties:
Energy relative to the best compared isomer or geometry (same formula, charge and spin)   83.9 kcal per mole
HOMO-LUMO gap (spin up / spin down)   7.623 / 9.275 eV
LUMO (spin up / spin down)   -0.8 / 0.4 eV
Strongest force on any atom   1.86 eV/Å
Charge   0

XYZ file:
```
8
C2H2BrClF2 ωB97M-V/def2-TZVPD
C 1.97 -0.12 -0.11
C -1.70 0.06 0.25
F 2.14 0.99 -0.80
F -2.02 0.00 1.58
Cl -1.96 1.61 -0.31
Br -2.16 -1.41 -0.92
H 1.71 -1.01 -0.67
H 2.02 -0.14 0.97
```

---

no.,DFT total energy (hartree)
1,-15521.444160
2,-3311.184291